# 1
The following is a quantum chemistry calculation of a structure of composition C31H52BrN3OOsP2, from OMol25.

XYZ file:
```
91
C31H52BrN3OOsP2 ωB97M-V/def2-TZVPD
N 4.6994 2.5802 -2.8378
C 4.8565 2.0505 -1.6224
C 3.9136 1.1743 -1.0650
C 2.8281 0.7192 -1.8302
C 2.7336 1.2136 -3.1491
C 3.6600 2.1835 -3.5722
C 1.9890 -0.3814 -1.3090
Os -0.1014 -0.4158 -0.5605
P -1.7480 -1.5278 0.6071
C 1.0736 -1.0306 -2.2238
C 0.9337 -2.4915 -2.2416
C 0.0994 -3.0830 -3.2241
C -0.5589 -4.2602 -2.8857
C -0.3231 -4.7462 -1.5953
C 0.8112 -4.4365 -0.8438
C 1.4936 -3.2700 -1.2129
Br -1.6477 -6.0078 -0.8550
H 2.4326 -0.9170 -0.4597
H 0.7782 -0.5256 -3.1491
H 4.0340 0.8373 -0.0397
H 1.9970 0.8538 -3.8680
H 5.7506 2.3408 -1.0552
H 3.5598 2.6411 -4.5589
H -0.0305 -2.5944 -4.1882
H 2.4090 -2.9388 -0.7247
H -1.2769 -4.7581 -3.5326
H 1.1070 -5.0509 0.0028
P -1.2364 1.3542 -1.2475
C -0.8045 -2.5753 1.7785
C -1.3280 -3.9858 1.9976
H -0.7926 -2.0180 2.7281
H 0.2347 -2.6076 1.4106
H -0.6472 -4.5298 2.6663
H -2.3301 -4.0142 2.4461
H -1.3573 -4.5554 1.0568
C -2.6319 -2.5093 -0.6604
C -3.9538 -3.2093 -0.3204
H -1.9023 -3.2670 -0.9684
H -2.7774 -1.8463 -1.5297
H -4.2299 -3.8515 -1.1695
H -3.8789 -3.8684 0.5564
H -4.7752 -2.4958 -0.1705
C -3.0554 -0.7336 1.6087
C -3.8346 -1.6114 2.5885
H -3.7452 -0.2789 0.8804
H -2.5746 0.0905 2.1559
H -4.5974 -0.9929 3.0778
H -4.3627 -2.4335 2.0925
H -3.1967 -2.0248 3.3782
C -1.7643 2.7157 -0.0980
C -3.0320 2.5145 0.7221
H -1.8655 3.6252 -0.7132
H -0.9019 2.8944 0.5671
H -3.4751 3.4887 0.9632
H -3.7963 1.9342 0.1966
H -2.8230 2.0292 1.6807
C -2.7953 0.8998 -2.1434
C -2.5350 0.1580 -3.4550
H -3.3630 1.8244 -2.3335
H -3.4049 0.2904 -1.4558
H -3.4904 -0.1804 -3.8795
H -2.0551 0.8105 -4.1973
H -1.9003 -0.7286 -3.3109
C -0.3456 2.3840 -2.5117
C 0.6276 3.4033 -1.9148
H -1.1006 2.8988 -3.1299
H 0.1875 1.6932 -3.1833
H 1.2161 3.8772 -2.7114
H 0.1107 4.1995 -1.3649
H 1.3347 2.9137 -1.2341
C 3.2087 3.2178 1.1164
N 2.9542 1.8808 1.6693
C 3.9011 1.4593 2.7069
C 3.4899 2.0091 4.0442
C 2.0732 1.6160 4.3850
N 1.2103 1.5104 3.2128
C -0.2046 1.3272 3.4992
C 1.6225 1.5352 1.9322
O 0.8099 1.2427 0.9988
H 2.5857 3.3773 0.2299
H 4.2594 3.2513 0.8090
H 3.0223 4.0255 1.8487
H 3.9172 0.3590 2.7274
H 4.8874 1.8176 2.4077
H 3.5865 3.0970 4.0419
H 4.1578 1.6159 4.8094
H 1.6185 2.3360 5.0738
H 2.0773 0.6442 4.8963
H -0.3641 0.3797 4.0242
H -0.5723 2.1325 4.1468
H -0.7644 1.3250 2.5657
```

Properties
Total charge: +4
Spin multiplicity: 5
HOMO-LUMO gap (spin up / spin down) in eV: 6.8 / 4.1
LUMO energy (spin up / spin down) in eV: -12.41 / -15.02

Here are the Löwdin charges for atoms 1 to 6, given in e: N 0.332; C 0.007; C 0.028; C -0.169; C 0.026; C 0.006

=====

# 2
The following is a quantum chemistry calculation of a cluster of 2 separate species, C6H7NO2Si in total, from OMol25.

XYZ file:
```
17
C6H7NO2Si ωB97M-V/def2-TZVPD
C 1.3220 2.2628 0.1822
C 2.0730 1.0705 0.4035
C -0.0452 2.3059 -0.0965
C 1.2810 -0.0977 0.4380
C -0.6259 1.0538 -0.4122
C -0.0725 -0.1310 0.0666
N -2.5272 -1.9772 0.0304
O -3.3103 -1.2336 -0.5213
O -2.8874 -2.9036 0.7908
Si -0.7311 -1.9272 -0.0810
H 1.9049 3.1536 0.5541
H 3.1688 1.1577 0.4584
H -0.5300 3.2835 -0.0952
H 1.8905 -0.9280 0.7290
H -1.5797 1.2098 -0.8998
H -0.1020 -3.1073 0.6829
H 0.7713 -3.1920 -2.2298
```

Properties
Total charge: 0
Energy relative to the best compared isomer or geometry (same formula, charge and spin) in eV: 4.168
Spin multiplicity: 3
HOMO-LUMO gap (spin up / spin down) in eV: 7.9 / 7.9
LUMO energy (spin up / spin down) in eV: 0.10 / -1.89

Here are the Löwdin charges for atoms 1 to 6, given in e: C -0.102; C -0.070; C -0.073; C -0.156; C -0.100; C -0.330

=====

# 3
The following is a quantum chemistry calculation of a structure of composition C4H4OY, from OMol25.

XYZ file:
```
10
C4H4OY ωB97M-V/def2-TZVPD
C 0.5801 -0.4773 0.1303
C 1.7798 0.1276 -0.1143
O 1.9753 1.4423 -0.0811
Y 0.2012 2.2998 0.4796
H 0.5836 -1.5766 0.1492
H 2.6903 -0.4808 -0.2397
C -2.0138 -0.3810 -0.2317
C -0.8786 0.2590 0.0336
H -2.1412 -1.4549 -0.4276
H -2.7765 0.2418 0.3017
```

Properties
Total charge: +1
Energy relative to the best compared isomer or geometry (same formula, charge and spin) in eV: 0.000
HOMO-LUMO gap in eV: 5.9
LUMO energy in eV: -6.05

Here are the Löwdin charges for atoms 1 to 6, given in e: C -0.135; C -0.315; O -0.331; Y 1.853; H 0.103; H 0.131

=====

# 4
The following is a quantum chemistry calculation of a cluster of 2 separate species, C4H10N in total, from OMol25.

XYZ file:
```
15
C4H10N ωB97M-V/def2-TZVPD
C 0.6443 -0.3268 1.6749
C 0.1678 0.8962 1.5477
C -0.7526 -0.2189 1.4123
C 1.1596 0.1422 -1.8172
N -1.3166 -0.3828 -0.0735
H 1.3839 -0.9985 1.8203
H 0.5375 1.1042 -2.0330
H 0.0529 1.9390 1.7908
H -1.6379 -0.5799 2.0025
H 1.9114 -0.0037 -2.6172
H 1.5993 0.4860 -0.8705
H 0.6246 -0.6828 -1.5802
H -1.3542 -1.3767 -0.4251
H -0.7396 0.0942 -0.7398
H -2.2804 -0.0916 -0.0919
```

Properties
Total charge: +1
Energy relative to the best compared isomer or geometry (same formula, charge and spin) in eV: 3.576
HOMO-LUMO gap in eV: 12.0
LUMO energy in eV: -3.52

Here are the Löwdin charges for atoms 1 to 6, given in e: C 0.075; C 0.080; C -0.226; C -0.031; N 0.201; H 0.092

=====

# 5
The following is a quantum chemistry calculation of the molecule C4H4, from OMol25.

XYZ file:
```
8
C4H4 ωB97M-V/def2-TZVPD
C 2.1013 -0.1845 0.0326
C 0.9500 0.0733 -0.1217
C -1.5354 -0.3115 0.0619
C -0.4327 0.4939 -0.1361
H 3.1320 -0.6032 0.0299
H -2.3857 0.3304 0.1814
H -1.3690 -1.3454 0.1021
H -0.4606 1.5470 -0.1500
```

Properties
Total charge: 0
Energy relative to the best compared isomer or geometry (same formula, charge and spin) in eV: 0.463
HOMO-LUMO gap in eV: 10.1
SMILES: C#CC=C
LUMO energy in eV: 0.85

Here are the Löwdin charges for atoms 1 to 6, given in e: C 0.090; C -0.173; C 0.046; C -0.186; H 0.052; H 0.051

=====

# 6
The following is a quantum chemistry calculation of a cluster of 6 separate species, C12H35ClNO9 in total, from OMol25.

XYZ file:
```
58
C12H35ClNO9 ωB97M-V/def2-TZVPD
Cl 3.6413 3.1543 -41.9563
C 9.1006 6.0413 -38.0309
C 8.5138 7.4649 -38.1989
C 9.3022 8.7891 -37.8438
O 8.5897 10.0266 -38.1307
C 9.0245 10.4974 -39.4138
N 8.0755 7.3708 -39.6042
H 9.8595 5.6840 -38.7270
H 8.2981 5.3078 -37.9527
H 9.7083 6.0239 -37.1262
H 7.6187 7.4427 -37.5773
H 10.3263 8.7805 -38.2170
H 9.4472 8.8018 -36.7636
H 10.0936 10.5049 -39.6263
H 8.6671 11.5211 -39.5255
H 8.6508 10.0030 -40.3105
H 7.1484 6.9846 -39.4970
H 8.4621 6.5831 -40.1045
C 2.5791 9.6067 -42.1771
C 1.6252 10.7477 -41.9406
O 0.3455 10.2165 -41.6464
O 2.2179 8.8932 -43.2550
H 2.5445 8.9287 -41.3244
H 3.5475 10.0684 -42.3701
H 1.5952 11.4799 -42.7474
H 1.9674 11.2538 -41.0379
H 0.0500 10.6042 -40.8193
H 2.6848 8.0643 -43.1266
C 1.6160 2.6372 -47.8662
C 2.5376 1.4408 -47.5810
O 3.8321 2.0174 -47.3636
O 1.2226 3.5839 -46.9085
H 0.6541 2.4093 -48.3254
H 1.9694 3.1941 -48.7340
H 2.5048 0.7961 -48.4593
H 2.2613 0.8852 -46.6848
H 3.7558 2.3307 -46.4594
H 1.6094 3.3163 -46.0717
C -3.5303 5.6721 -40.4434
C -4.8867 6.2514 -40.5583
O -5.1878 7.2901 -41.4950
O -2.8638 5.4354 -41.7832
H -3.6387 4.8141 -39.7799
H -2.7849 6.1809 -39.8322
H -5.2015 6.6347 -39.5876
H -5.5968 5.4521 -40.7707
H -5.8804 7.7815 -41.0473
H -2.0323 5.0194 -41.5441
C 3.1784 1.8405 -35.0904
C 4.0168 2.8249 -34.2392
O 3.5964 2.5213 -32.9450
O 4.0198 1.1536 -36.0519
H 2.4366 2.3604 -35.6968
H 2.6206 1.0897 -34.5307
H 3.7988 3.8726 -34.4468
H 5.0722 2.6258 -34.4254
H 3.1190 3.2800 -32.6014
H 3.7531 1.5559 -36.8818
```

Properties
Total charge: -1
Energy relative to the best compared isomer or geometry (same formula, charge and spin) in eV: 0.000
HOMO-LUMO gap in eV: 6.3
LUMO energy in eV: 2.24

Here are the Löwdin charges for atoms 1 to 6, given in e: Cl -0.989; C -0.088; C -0.373; C -0.173; O -0.166; C -0.141

=====

| no. | molecular weight (g mol⁻¹) |
| --- | --- |
| 1 | 814.859 |
| 2 | 153.213 |
| 3 | 156.981 |
| 4 | 72.131 |
| 5 | 52.076 |
| 6 | 372.863 |